The following is a DFT calculation (ωB97M-V/def2-TZVPD) of a structure of composition C5H24F15O27S5Zn3 at a distorted geometry.

Values from the calculation:
Charge ... +1
Frontier orbital gap ... 7.5 eV

CARTESIAN COORDINATES (ANGSTROEM)
Zn: 2.35959 2.02630 2.35529
Zn: -2.25060 0.42439 1.55488
Zn: 1.08562 -3.35764 -0.63467
C: -3.79728 -3.06803 3.12235
F: -4.34352 -4.26260 3.21806
F: -4.65269 -2.15243 3.59681
F: -2.67877 -3.01441 3.82615
S: -3.41406 -2.71989 1.28007
O: -2.67472 -1.42385 1.29420
O: -2.54761 -3.83638 0.87600
O: -4.64804 -2.69616 0.49852
C: -1.24047 4.05464 3.57755
F: -0.24909 4.78901 4.07698
F: -1.39395 2.99850 4.37524
F: -2.35070 4.76740 3.52022
S: -0.72278 3.48816 1.86982
O: -1.61359 2.36977 1.50528
O: -0.91084 4.64250 1.03779
O: 0.67159 3.05545 2.03369
C: 0.94285 0.85168 -1.76753
F: -0.13421 0.50446 -2.46237
F: 1.98478 0.37464 -2.45294
F: 1.05328 2.17847 -1.70372
S: 0.82144 0.06568 -0.05903
O: 1.71927 0.89138 0.73467
O: -0.57236 0.22941 0.32986
O: 1.25924 -1.30925 -0.25528
C: -3.71128 2.42518 -2.00789
F: -4.07024 2.48260 -3.26576
F: -2.42269 2.76249 -1.88970
F: -4.47150 3.25458 -1.29438
S: -3.93911 0.66633 -1.28713
O: -3.13880 -0.21044 -2.14818
O: -3.40993 0.71112 0.05878
O: -5.35078 0.33557 -1.33998
C: -0.01062 -0.27616 5.45398
F: 1.05344 -0.72192 6.08570
F: -1.01991 -1.11137 5.71120
F: -0.35386 0.93414 5.86418
S: 0.26775 -0.21612 3.58622
O: 0.74049 -1.55169 3.23495
O: -1.03353 0.11820 3.02476
O: 1.29716 0.77666 3.39333
O: 3.98357 0.78755 2.69382
H: 4.24115 0.17834 3.39569
H: 4.73065 0.80752 2.08621
O: 4.73858 -0.74389 -1.13269
H: 5.32771 -0.29890 -0.51896
H: 3.98446 -0.14946 -1.22313
O: -0.32998 -2.55750 -3.94563
H: -0.80909 -1.77121 -4.30559
H: -0.04234 -3.02957 -4.73516
O: -1.02965 2.21873 -4.70541
H: -1.62538 2.64265 -5.33378
H: -1.27901 2.58429 -3.84851
O: 4.26363 2.08333 -1.22409
H: 5.12655 1.79957 -1.54796
H: 3.82664 2.46545 -1.99779
O: -0.88329 -3.03277 -1.06792
H: -1.63687 -3.11782 -0.43452
H: -1.28597 -2.93594 -1.94469
O: 3.31391 3.16636 1.04409
H: 3.55578 4.08765 1.19856
H: 3.79416 2.89963 0.22909
O: 0.46260 -3.70325 1.35390
H: 0.66477 -4.50308 1.85127
H: 0.46369 -2.98069 2.01591
O: 1.64263 -3.09155 -2.49387
H: 2.54642 -3.09726 -2.83000
H: 1.07649 -2.82460 -3.24816
O: 1.81254 1.50961 -5.14829
H: 0.91777 1.18049 -5.29027
H: 2.22261 0.85576 -4.58025
O: 3.03577 -3.65251 -0.01048
H: 3.67384 -4.24564 -0.42566
H: 3.41350 -3.43641 0.84915
O: -2.03607 -0.42227 -4.67279
H: -2.30567 -0.39072 -3.73181
H: -1.68507 0.46773 -4.84823

Atoms 1-6, force components in eV/Å:
-1.2 -0.2 -0.9
-0.1 0.6 -0.9
-1.4 1.0 0.8
-0.5 0.7 -1.4
0.0 -0.2 0.1
0.3 -0.2 -0.1